# 1
Entry from OMol25: C39H43Br2IN9SrTe as an isolated structure (the ωB97M-V functional and the def2-TZVPD basis).

Atoms and positions in Å:
Sr 0.588 -0.186 0.514
C 4.640 -0.854 1.894
C 3.883 -1.471 3.029
C 4.472 -2.466 3.802
C 3.785 -3.063 4.845
C 2.482 -2.675 5.110
C 1.869 -1.676 4.365
C 0.444 -1.285 4.635
C 2.583 -1.052 3.329
N 1.940 -0.015 2.610
C 1.942 1.185 3.215
C 2.885 1.487 4.354
C 1.029 2.199 2.808
C 1.089 3.538 3.507
N 0.136 1.940 1.862
C -0.815 2.928 1.509
C -0.534 3.841 0.481
C 0.804 3.858 -0.194
C -1.510 4.762 0.118
C -2.741 4.783 0.752
C -3.002 3.889 1.776
C -2.048 2.958 2.174
C -2.314 2.040 3.331
H 5.710 -1.038 1.993
H 4.468 0.221 1.837
H 4.310 -1.296 0.950
H 5.485 -2.775 3.571
H 4.257 -3.837 5.438
H 1.925 -3.149 5.910
H 0.065 -1.796 5.521
H -0.193 -1.555 3.787
H 0.328 -0.210 4.775
H 3.746 0.820 4.336
H 2.407 1.361 5.332
H 3.251 2.512 4.309
H 1.114 3.423 4.592
H 0.226 4.148 3.250
H 1.985 4.097 3.225
H 1.568 4.297 0.456
H 0.763 4.438 -1.117
H 1.139 2.854 -0.454
H -1.303 5.456 -0.687
H -3.496 5.493 0.438
H -3.963 3.900 2.278
H -3.375 1.802 3.407
H -2.002 2.498 4.273
H -1.767 1.103 3.231
Br -3.877 0.282 0.609
C -4.237 -1.338 1.576
Br -2.947 -1.664 2.968
H -4.155 -2.165 0.881
H -5.215 -1.268 2.036
N 4.926 -1.372 -2.121
N 4.291 -0.296 -1.514
N 4.924 0.806 -1.189
C 3.923 1.523 -0.692
N 2.757 0.877 -0.745
N 3.016 -0.300 -1.272
H 5.745 -1.565 -1.551
H 4.274 -2.146 -2.013
H 4.038 2.519 -0.308
I -2.126 5.994 -3.638
C -0.682 4.489 -3.581
C 0.609 4.769 -4.078
C 1.505 3.673 -4.053
C 1.138 2.473 -3.532
N -0.110 2.259 -2.981
C -1.027 3.285 -3.058
H 0.871 5.732 -4.484
H 2.506 3.770 -4.453
H 1.803 1.621 -3.511
H -2.007 3.072 -2.659
C 3.615 -4.774 0.996
C 2.573 -4.710 1.913
C 1.413 -4.023 1.613
C 1.245 -3.378 0.379
C 2.306 -3.447 -0.532
C 3.471 -4.140 -0.228
N 0.097 -2.653 0.046
C -1.015 -3.373 -0.270
C -1.122 -4.779 -0.200
C -2.279 -5.433 -0.595
C -3.377 -4.745 -1.086
C -3.286 -3.356 -1.171
C -2.152 -2.688 -0.763
H 4.523 -5.313 1.235
H 2.675 -5.188 2.879
H 0.602 -3.973 2.331
H 2.152 -2.978 -1.497
H 4.268 -4.218 -0.962
H -0.285 -5.365 0.155
H -2.309 -6.515 -0.524
H -4.266 -5.269 -1.409
H -4.108 -2.773 -1.576
H -2.116 -1.606 -0.848
Te -0.688 0.332 -2.397

Atomic forces in eV per Å
Sr -0.26 -0.33 -0.30
C 0.04 0.08 -0.07
C -0.05 -0.08 0.12
C -0.01 -0.01 -0.02
C 0.06 -0.07 0.00
C -0.06 0.06 -0.01
C 0.04 -0.06 0.02
C -0.02 -0.04 -0.02
C -0.14 -0.04 -0.01
N 0.29 -0.08 0.38
C -0.05 0.27 -0.09
C 0.09 -0.04 0.09
C 0.15 -0.06 0.15
C -0.04 0.06 0.00
N -0.03 0.11 -0.10
C 0.11 -0.05 0.06
C -0.15 0.00 0.08
C 0.10 -0.05 -0.11
C 0.02 -0.06 -0.03
C -0.05 0.05 -0.04
C -0.01 -0.06 0.01
C 0.02 0.12 -0.07
C 0.00 -0.10 0.01
H 0.00 0.01 0.00
H 0.01 0.02 -0.01
H -0.05 -0.02 -0.08
H 0.03 -0.02 0.01
H 0.01 0.00 0.00
H 0.00 -0.02 0.02
H -0.01 -0.01 0.01
H 0.05 0.02 0.01
H 0.01 0.04 0.02
H -0.02 0.02 0.00
H -0.02 -0.02 0.01
H 0.00 0.02 -0.01
H -0.02 -0.01 0.02
H -0.01 0.01 -0.01
H 0.01 0.00 -0.01
H 0.01 0.00 0.04
H 0.01 0.03 0.03
H -0.03 -0.03 0.00
H 0.01 0.01 0.01
H -0.01 0.01 0.01
H -0.02 0.01 0.01
H -0.03 0.05 0.01
H 0.04 0.02 0.03
H 0.01 0.02 -0.01
Br -0.02 0.04 0.01
C -0.03 -0.06 -0.03
Br 0.04 -0.07 0.04
H -0.01 0.00 0.00
H 0.03 0.03 -0.01
N -0.03 0.03 0.17
N -0.03 -0.02 -0.04
N -0.12 -0.08 -0.06
C 0.01 0.26 0.00
N 0.08 -0.08 0.10
N 0.17 0.02 0.00
H 0.01 -0.06 -0.04
H 0.02 -0.05 -0.06
H 0.00 0.05 0.04
I -0.09 0.06 -0.01
C -0.06 0.03 0.03
C 0.03 0.02 -0.01
C 0.11 -0.05 0.02
C 0.20 0.02 -0.01
N 0.00 -0.26 0.06
C -0.13 0.09 0.05
H 0.02 0.02 -0.03
H 0.01 0.02 -0.02
H 0.00 0.02 -0.02
H -0.03 0.02 -0.02
C 0.04 -0.01 0.02
C 0.05 -0.01 0.08
C -0.08 0.11 0.02
C 0.06 -0.02 0.03
C -0.03 -0.08 -0.02
C 0.06 0.02 -0.07
N 0.06 0.12 0.18
C -0.02 0.15 -0.06
C -0.06 -0.10 -0.03
C 0.08 -0.08 0.03
C -0.09 0.07 -0.03
C -0.03 0.04 0.00
C -0.02 -0.02 0.01
H 0.02 0.00 0.00
H 0.01 -0.01 0.03
H -0.01 0.00 0.02
H 0.02 0.01 -0.03
H 0.00 0.00 -0.01
H 0.02 0.00 0.00
H -0.02 -0.01 -0.01
H -0.02 0.00 -0.01
H -0.03 -0.04 0.00
H 0.03 -0.01 -0.01
Te -0.25 0.11 -0.37

Summary:
LUMO energy (alpha / beta) in eV: 2.25 / 2.25
Multiplicity: 1
Largest force on an atom in Eh/bohr: 0.0100
Frontier orbital gap (alpha / beta) in eV: 6.10 / 4.78
Total charge: -1
Relative energy (zero: lowest compared OMol25 entry of this formula, charge and spin) in kJ/mol: 67.6
HOMO level (alpha / beta) in eV: -3.85 / -2.53

***

# 2
Entry from OMol25: C39H43ClCrP2Si2 as an isolated structure at a distorted geometry (the ωB97M-V functional and the def2-TZVPD basis).

Atoms and positions in Å:
C -2.030 3.607 1.444
C -0.804 3.509 0.693
C -1.094 2.832 -0.540
H 0.142 3.990 0.954
C -2.491 2.499 -0.548
C -3.073 2.998 0.668
H -4.133 3.034 0.898
H -2.185 4.157 2.372
H -0.416 2.722 -1.384
H -3.045 2.058 -1.376
Cr -1.534 1.468 1.147
Si 0.275 -0.693 -0.082
C 1.923 -0.034 0.432
C 2.882 -0.884 1.006
H 2.614 -1.915 1.252
C 4.198 -0.446 1.168
H 4.955 -1.147 1.525
C 4.560 0.868 0.866
H 5.594 1.202 0.984
C 3.579 1.754 0.418
H 3.831 2.791 0.215
C 2.273 1.313 0.213
H 1.518 2.023 -0.143
C -0.426 -0.157 -1.696
C 0.370 0.485 -2.653
H 1.391 0.793 -2.403
C -0.138 0.672 -3.936
H 0.527 1.039 -4.717
C -1.468 0.368 -4.215
H -1.852 0.493 -5.228
C -2.307 -0.128 -3.213
H -3.355 -0.338 -3.431
C -1.788 -0.403 -1.948
H -2.437 -0.815 -1.166
H -0.815 -0.352 0.930
Si 1.398 -3.027 -1.953
C 0.868 -2.871 -3.730
C 1.832 -2.856 -4.770
H 2.899 -2.930 -4.537
C 1.440 -2.770 -6.114
H 2.198 -2.764 -6.903
C 0.085 -2.690 -6.451
H -0.222 -2.589 -7.495
C -0.876 -2.762 -5.437
H -1.937 -2.690 -5.695
C -0.492 -2.916 -4.103
H -1.258 -3.052 -3.339
C 3.195 -2.565 -1.924
C 3.634 -1.280 -2.279
H 2.913 -0.479 -2.450
C 5.000 -1.010 -2.407
H 5.323 0.010 -2.636
C 5.941 -2.033 -2.261
H 7.003 -1.823 -2.413
C 5.514 -3.327 -1.931
H 6.250 -4.130 -1.834
C 4.157 -3.588 -1.735
H 3.821 -4.592 -1.473
H 1.356 -4.467 -1.602
Cl 0.096 -2.782 0.061
C -3.001 -1.515 2.607
P -3.186 0.240 2.224
C -4.855 0.387 1.548
C -3.247 1.087 3.863
C -4.424 1.262 4.589
C -4.388 1.967 5.801
C -3.174 2.449 6.297
C -1.987 2.262 5.582
C -2.017 1.602 4.353
P -0.552 1.420 3.256
C 0.512 2.824 3.654
C 0.377 -0.009 3.861
H -2.293 -1.988 1.918
H -3.983 -1.995 2.507
H -2.647 -1.639 3.637
H -5.479 -0.386 2.019
H -5.275 1.378 1.751
H -4.809 0.227 0.459
H -5.369 0.862 4.221
H -5.311 2.121 6.357
H -3.148 2.989 7.249
H -1.040 2.635 5.983
H 1.004 2.641 4.619
H 1.276 2.923 2.871
H -0.075 3.749 3.710
H 0.967 0.312 4.729
H -0.307 -0.811 4.165
H 1.054 -0.371 3.076

Atomic forces in eV per Å
C -0.52 0.54 -1.16
C -0.41 -0.02 -0.23
C -0.63 0.65 0.13
H -0.36 -0.34 -0.06
C 0.08 0.72 0.17
C 0.88 0.78 -0.32
H 0.29 -0.21 0.02
H 0.14 -0.33 -0.17
H -0.15 -0.15 0.34
H 0.25 0.07 0.31
Cr -0.05 -0.43 1.06
Si -1.17 1.07 0.81
C 0.52 -0.11 0.24
C 0.24 0.17 -0.48
H 0.20 0.28 -0.16
C 0.06 -0.08 0.29
H -0.21 0.20 -0.04
C -0.25 -0.15 -0.02
H -0.34 -0.14 -0.03
C -0.08 -0.10 0.10
H -0.03 -0.13 0.03
C -0.01 -0.05 -0.27
H 0.26 -0.31 0.07
C 0.05 0.25 -0.05
C -0.39 -0.46 -0.34
H -0.36 -0.22 -0.19
C 0.17 0.25 0.12
H -0.25 0.06 0.09
C -0.11 -0.10 0.00
H 0.10 0.03 0.28
C 0.16 -0.03 0.11
H 0.24 0.08 0.04
C 0.27 -0.06 -0.52
H 0.31 0.10 -0.27
H 0.52 -0.48 -0.10
Si 0.99 0.05 -1.31
C -0.23 -0.71 -1.15
C -0.43 0.23 -0.16
H -0.40 0.14 -0.03
C -0.06 0.01 0.20
H -0.24 0.00 0.29
C 0.08 0.02 0.34
H 0.10 -0.02 0.35
C 0.02 -0.11 -0.14
H 0.35 -0.16 0.11
C 0.44 0.29 -0.16
H 0.13 0.21 -0.14
C 0.78 -0.48 -0.18
C 0.48 -0.21 0.20
H 0.23 -0.30 0.08
C -0.14 0.03 -0.08
H -0.06 -0.37 0.01
C -0.22 -0.14 0.08
H -0.34 -0.08 0.09
C 0.13 0.20 0.05
H -0.26 0.26 0.00
C -0.04 0.66 -0.13
H 0.13 0.22 -0.08
H -0.01 -0.07 -0.01
Cl -0.89 -0.51 1.79
C -0.41 -0.69 0.19
P 1.34 1.20 -0.46
C -0.78 -0.49 0.24
C 0.13 -0.04 0.08
C 0.28 0.28 0.45
C 0.21 -0.17 -0.19
C -0.05 0.10 0.09
C -0.32 -0.11 -0.04
C -0.25 -0.16 0.30
P -0.74 -0.17 -1.55
C 0.43 0.22 0.75
C 0.34 -0.15 0.62
H -0.13 0.10 0.15
H 0.27 -0.18 0.14
H -0.04 -0.05 -0.23
H -0.26 0.28 -0.29
H 0.10 -0.27 -0.09
H -0.05 0.03 0.42
H 0.23 0.13 0.07
H 0.20 0.01 -0.05
H -0.05 -0.22 -0.35
H -0.35 -0.06 -0.13
H 0.05 0.33 -0.12
H -0.23 -0.08 0.23
H 0.17 -0.22 -0.08
H -0.02 -0.35 -0.08
H 0.18 0.15 -0.14
H -0.18 0.10 0.21

Summary:
LUMO energy (alpha / beta) in eV: 0.57 / 0.11
Multiplicity: 5
Largest force on an atom in Eh/bohr: 0.0401
Frontier orbital gap (alpha / beta) in eV: 5.64 / 5.30
Total charge: 0
Relative energy (zero: lowest compared OMol25 entry of this formula, charge and spin) in kJ/mol: 0.0
HOMO level (alpha / beta) in eV: -5.07 / -5.19